Record 1
Density functional theory data (ωB97M-V/def2-TZVPD) for a molecular structure, C4H5AlO2 in a non-equilibrium geometry.

Properties
**E_LUMO**: -2.0131 eV
**Gap between HOMO and LUMO**: 0.16209 Eh

Atoms and positions in Å:
1 O -0.672 -1.310 -2.111
2 C -0.980 -0.273 -1.254
3 H -1.847 -0.523 -0.588
4 H -1.066 0.718 -1.767
5 C 0.271 -0.188 -0.336
6 C -0.073 0.417 1.004
7 C 0.523 1.472 1.516
8 O 1.113 2.358 2.003
9 Al 1.940 -1.806 1.535
10 H 1.033 0.436 -0.830
11 H -0.866 -0.012 1.625
12 H 0.624 -1.288 -0.797

Cartesian forces, eV/Å:
O -0.3 0.7 0.4
C 0.9 -1.7 -1.1
H 0.0 0.6 -0.2
H -0.5 -0.3 0.4
C 0.7 0.3 -1.3
C 0.5 -1.5 1.0
C 1.2 0.7 0.9
O -0.9 -0.7 -0.7
Al -0.9 0.8 -0.8
H -0.2 0.0 0.1
H 0.0 0.3 -0.3
H -0.6 0.8 1.8

---

Record 2
Density functional theory data (ωB97M-V/def2-TZVPD) for C4H5BO2 in the gas phase in a non-equilibrium geometry.

Properties
**SMILES**: O=C1CC=CB1O
**E_LUMO (alpha / beta)**: -1.1701 / -1.0934 eV
**Gap between HOMO and LUMO (alpha / beta)**: 0.32904 / 0.31742 Eh

Atoms and positions in Å:
1 B 0.736 0.923 0.119
2 C 1.285 -0.537 -0.144
3 C 0.260 -1.389 -0.376
4 C -0.802 0.499 0.167
5 C -1.116 -0.888 -0.042
6 O -1.901 1.690 0.576
7 O 1.336 2.158 0.058
8 H 2.224 -0.819 -0.298
9 H 0.488 -2.322 -0.650
10 H -1.854 -0.968 -0.738
11 H -1.478 -1.231 0.843
12 H 0.822 2.883 0.485

Cartesian forces, eV/Å:
B -0.4 -0.6 -0.7
C -3.8 2.0 0.1
C 0.6 3.2 1.5
C -4.7 8.9 2.8
C 2.6 1.3 -0.6
O 5.3 -6.2 -2.1
O -0.7 -0.5 1.1
H 3.9 -1.3 -0.6
H 0.3 -3.7 -1.1
H -2.1 -0.6 -2.3
H -1.1 -1.6 2.7
H 0.2 -0.8 -0.8

---

Record 3
Density functional theory data (ωB97M-V/def2-TZVPD) for a molecular structure, C4H5BaO2 in a non-equilibrium geometry.

Properties
**E_LUMO (alpha / beta)**: -0.1906 / -0.3830 eV
**Expectation value of S²**: 0.751
**Gap between HOMO and LUMO (alpha / beta)**: 0.17817 / 0.19881 Eh
**Spin multiplicity**: 2

Atoms and positions in Å:
1 H 3.069 -1.286 0.353
2 O 2.128 -1.481 0.347
3 C 1.449 -0.446 -0.333
4 C -0.008 -0.611 -0.206
5 C -1.089 -1.172 0.115
6 H 1.709 -0.427 -1.406
7 H 1.706 0.545 0.080
8 H -1.723 -2.028 0.304
9 C -1.484 0.824 -0.059
10 O -1.033 1.864 0.598
11 Ba -3.114 3.307 1.372
12 H -1.610 0.913 -1.164

Cartesian forces, eV/Å:
H 0.0 0.1 0.0
O 0.1 -0.4 0.2
C -0.5 0.6 -0.4
C -1.0 0.0 0.2
C 0.6 2.2 -0.2
H -0.1 0.0 0.2
H 0.0 -0.2 0.0
H 0.0 0.5 0.3
C -0.3 -1.4 -0.8
O -1.0 0.1 0.6
Ba 1.3 -1.2 -0.5
H 0.8 -0.2 0.6

---

Record 4
Density functional theory data (ωB97M-V/def2-TZVPD) for a molecular structure, C4H5BaO6 in a non-equilibrium geometry.

Properties
**Charge**: +1
**E_LUMO**: -5.4398 eV
**Gap between HOMO and LUMO**: 0.17736 Eh

Atoms and positions in Å:
1 O 2.513 -1.046 0.810
2 C 2.131 -0.114 0.043
3 O 2.719 1.006 0.073
4 O 1.223 -0.393 -0.859
5 Ba 4.942 0.168 1.592
6 C -0.131 -0.725 -0.597
7 C -1.212 -1.241 0.286
8 H -0.324 -1.247 -1.548
9 H -0.123 -0.851 0.948
10 H -2.036 -1.577 -0.358
11 O -2.424 0.426 0.385
12 C -1.772 1.269 -0.267
13 O -0.754 0.956 -0.980
14 O -1.707 2.496 0.226
15 H -2.062 3.118 -0.423
16 H -0.984 -2.246 0.666

Cartesian forces, eV/Å:
O 0.6 -0.3 0.7
C 2.8 0.5 2.4
O 0.4 -0.3 -0.2
O -2.2 -0.4 0.8
Ba -2.5 -0.1 -1.2
C -1.9 -0.5 -8.3
C 6.9 -2.3 2.4
H 0.1 1.2 -0.4
H -4.4 1.0 2.5
H -0.6 1.6 0.7
O -1.0 2.9 -1.8
C 0.3 -3.4 4.4
O 1.3 -2.3 -1.1
O -1.0 2.4 -0.6
H 0.2 0.4 0.2
H 1.1 -0.5 -0.5

---

Record 5
Density functional theory data (ωB97M-V/def2-TZVPD) for C4H5Br in the gas phase in a non-equilibrium geometry.

Properties
**SMILES**: C=C1C[C@H]1Br
**E_LUMO**: 0.0149 eV
**Gap between HOMO and LUMO**: 0.35577 Eh

Atoms and positions in Å:
1 C 0.322 -0.078 -0.148
2 C 0.907 -1.225 0.174
3 C -0.522 1.101 0.243
4 C -0.331 0.597 -1.216
5 Br 1.124 1.635 -2.384
6 H 1.268 -1.989 -0.458
7 H 1.168 -1.542 1.094
8 H -1.545 0.963 0.632
9 H 0.048 1.942 0.674
10 H -1.070 0.325 -2.032

Cartesian forces, eV/Å:
C -1.2 -1.9 0.5
C -0.6 1.5 -1.8
C 0.6 -0.4 -0.5
C 1.1 2.1 -2.1
Br -1.3 -0.6 1.0
H 0.1 -0.2 -1.7
H 0.4 -0.2 3.6
H 0.7 -0.1 0.0
H -0.6 -0.2 -0.8
H 0.8 0.1 1.8

---

Record 6
Density functional theory data (ωB97M-V/def2-TZVPD) for a molecular structure, C4H5Br2N2 in a non-equilibrium geometry.

Properties
**Charge**: +1
**E_LUMO (alpha / beta)**: -4.8702 / -4.8708 eV
**Gap between HOMO and LUMO (alpha / beta)**: 0.30256 / 0.30252 Eh

Atoms and positions in Å:
1 C 1.349 -1.149 -0.379
2 C 0.175 -1.051 0.352
3 C 0.750 1.046 -0.689
4 C -1.692 0.541 0.710
5 N -0.582 -0.034 0.211
6 N 1.591 0.120 -0.882
7 Br -0.410 -2.538 1.327
8 Br 0.256 2.723 -1.347
9 H 2.259 -1.851 -0.340
10 H -2.368 0.708 -0.129
11 H -2.280 -0.128 1.344
12 H -1.481 1.322 1.296
13 H 2.431 0.291 -1.476

Cartesian forces, eV/Å:
C 2.0 0.0 0.6
C 0.3 -3.4 0.1
C -5.2 -0.2 1.9
C -4.2 -2.2 -0.9
N 6.6 3.1 -3.6
N 1.9 -0.6 -1.5
Br -0.1 0.0 0.2
Br 0.6 -1.4 0.4
H -2.1 1.0 0.1
H -0.1 0.8 0.2
H 0.3 -0.4 0.1
H 0.6 3.4 1.9
H -0.7 -0.1 0.6

---

Record 7
Density functional theory data (ωB97M-V/def2-TZVPD) for a molecular structure, C4H5Br3 in a non-equilibrium geometry.

Properties
**E_LUMO**: 0.4603 eV
**Gap between HOMO and LUMO**: 0.35458 Eh

Atoms and positions in Å:
1 C 0.324 0.834 -0.265
2 C 0.461 -1.256 1.656
3 C 0.329 -0.680 0.346
4 C -0.826 0.923 -1.212
5 Br 0.521 -3.138 1.879
6 Br 0.269 -1.987 -1.028
7 Br 0.727 2.206 1.110
8 H 1.251 0.852 -0.986
9 H 0.619 -0.728 2.632
10 H -1.675 0.467 -0.689
11 H -0.755 0.468 -2.209
12 H -1.244 2.040 -1.233

Cartesian forces, eV/Å:
C 3.4 -2.9 -0.8
C -0.1 2.3 -3.0
C 0.8 -0.5 3.5
C -3.5 3.2 1.2
Br 0.0 0.5 0.4
Br -0.1 0.4 -0.5
Br -0.7 -0.8 -0.8
H -1.3 0.0 1.9
H -0.3 -0.2 -1.4
H -0.1 -0.3 -0.4
H 0.5 0.4 0.5
H 1.3 -2.1 -0.5

---

Record 8
Density functional theory data (ωB97M-V/def2-TZVPD) for 2 unconnected molecules or ions with the total composition C4H5BrFO2 in a non-equilibrium geometry.

Properties
**Charge**: -1
**E_LUMO**: 3.2151 eV
**Gap between HOMO and LUMO**: 0.28717 Eh

Atoms and positions in Å:
1 C 0.495 1.046 0.091
2 C 1.331 -0.602 1.801
3 C -1.540 -0.456 -1.551
4 C 1.450 0.613 1.205
5 O 0.982 1.353 -1.032
6 O -0.699 1.197 0.402
7 F 2.550 1.319 1.378
8 Br -3.108 -1.624 -1.533
9 H 0.375 -1.231 1.701
10 H -1.967 0.464 -1.263
11 H 2.106 -0.920 2.462
12 H -1.331 -0.468 -2.624
13 H -0.645 -0.691 -1.039

Cartesian forces, eV/Å:
C -0.1 2.5 -0.9
C -1.6 0.9 -0.6
C -0.9 -0.1 -2.5
C -1.4 -3.3 -0.5
O 0.5 -0.9 0.9
O -0.1 -0.4 1.0
F 0.9 0.8 0.2
Br 0.1 -0.7 0.5
H 1.7 1.3 0.0
H 0.2 0.9 0.4
H 0.4 -0.4 0.4
H 0.2 0.3 0.2
H 0.2 -0.8 0.9

---

Record 9
Density functional theory data (ωB97M-V/def2-TZVPD) for C4H5BrN2 in the gas phase in a non-equilibrium geometry.

Properties
**SMILES**: Nc1c[nH]cc1Br
**E_LUMO**: 0.9402 eV
**Gap between HOMO and LUMO**: 0.31727 Eh

Atoms and positions in Å:
1 C 0.296 -0.638 -0.362
2 C 1.217 0.485 1.354
3 C -0.649 0.280 -0.019
4 C -0.004 1.046 1.153
5 N 1.399 -0.510 0.449
6 N -1.945 0.467 -0.444
7 Br -0.799 2.497 2.043
8 H 0.277 -1.368 -1.145
9 H 1.956 0.736 2.089
10 H 2.200 -1.116 0.420
11 H -2.103 0.278 -1.424
12 H -2.353 1.343 -0.145

Cartesian forces, eV/Å:
C -0.4 0.0 -0.3
C -0.1 0.3 0.2
C 1.8 1.5 2.8
C -1.4 -1.5 -2.4
N 0.3 0.0 0.1
N -0.5 0.1 -0.3
Br 0.1 -0.2 -0.1
H 0.0 -0.2 -0.1
H 0.2 0.0 0.1
H -0.1 0.1 0.0
H 0.0 0.1 0.1
H 0.1 -0.1 -0.1

---

Record 10
Density functional theory data (ωB97M-V/def2-TZVPD) for a molecular structure, C4H5BrN2 in a non-equilibrium geometry.

Properties
**E_LUMO**: -1.6446 eV
**Gap between HOMO and LUMO**: 0.30292 Eh

Atoms and positions in Å:
1 C -0.397 -2.167 0.126
2 C 0.973 -1.717 -0.002
3 C -1.038 -0.914 0.126
4 C -0.344 1.512 0.171
5 N 1.042 -0.455 -0.048
6 N -0.128 0.093 0.020
7 Br -3.370 -0.078 0.016
8 H -0.861 -3.023 0.431
9 H 1.834 -2.300 -0.036
10 H -1.296 1.692 0.426
11 H 0.334 1.930 0.943
12 H -0.137 2.037 -0.771

Cartesian forces, eV/Å:
C 0.4 4.2 -0.3
C -2.9 -2.7 0.5
C -1.7 0.5 -0.2
C 3.9 0.3 -1.0
N 3.0 3.2 -0.4
N -2.7 -0.6 0.3
Br 3.3 -1.5 0.3
H -0.8 -2.3 0.2
H 1.2 -0.9 0.0
H -3.4 0.4 1.0
H -0.3 -0.5 -0.4
H 0.0 -0.2 0.2